[1]
Entry from the OMol25 dataset: a cluster of 2 separate species, C2H4IN2 in total (ωB97M-V/def2-TZVPD).

Each atom is followed by the atoms it is bonded to, with distances in Å.
Element x y z (Å)
1 C 0.2646 -1.4086 -1.0017  N3 1.223, H6 1.045, H7 1.081
2 C 0.3939 0.4376 0.5361  N3 1.192, N4 1.249
3 N 0.3000 -0.4079 -0.2993  C1 1.223, C2 1.192
4 N -0.3169 1.2635 1.1455  C2 1.249, H8 1.002, H9 1.021
5 I 3.1352 0.7728 1.5375  no bonds
6 H 0.0443 -2.3826 -0.6929  C1 1.045
7 H 0.5167 -1.4691 -2.0508  C1 1.081
8 H -1.2769 1.0161 1.2909  N4 1.002
9 H -0.2004 2.1692 1.6019  N4 1.021

Results
ΔE to the lowest compared entry with this formula, charge and spin (kJ/mol): 0.0
Charge: +1
HOMO-LUMO gap (spin up / spin down) (eV): 9.40 / 6.76
⟨S²⟩: 2.022
E (Eh): -485.4120
LUMO (spin up / spin down) (eV): -3.7 / -7.3
2S+1: 3

***

[2]
Entry from the OMol25 dataset: an isolated molecule of C2H4INO2 (ωB97M-V/def2-TZVPD).

Each atom is followed by the atoms it is bonded to, with distances in Å.
Element x y z (Å)
1 N -0.1765 0.6223 1.2983  C2 1.330, H7 1.012, H8 0.986
2 C -0.1201 0.4758 -0.0224  N1 1.330, I3 2.355, C4 1.533, H9 1.217
3 I 1.9755 1.1317 -0.8738  C2 2.355
4 C -0.5629 -0.8905 -0.5583  C2 1.533, O5 1.204, O6 1.324
5 O -1.7303 -1.1833 -0.5635  C4 1.204
6 O 0.3957 -1.7027 -0.9761  C4 1.324, H10 0.995
7 H 0.3926 -0.0038 1.8540  N1 1.012
8 H -0.4388 1.5356 1.5600  N1 0.986
9 H -0.9575 1.2583 -0.4318  C2 1.217
10 H 1.2224 -1.2435 -1.2863  O6 0.995

Results
ΔE to the lowest compared entry with this formula, charge and spin (kJ/mol): 16.4
Charge: 0
HOMO-LUMO gap (eV): 9.43
E (Eh): -581.5256
LUMO (eV): -0.1